83
Properties=species:S:1:pos:R:3:forces:R:3:lowdin_charge:R:1 method="wB97M-V/def2-TZVPD" smiles="CCOP(=O)(CCC[N@@H+]1[C@H](C(F)(F)C(F)F)CN(S(C)(=O)=O)[C@@](CCN(CC)C(C)=O)([C@H](Br)CC)[C@H]1Br)OCC" homo_ev=-11.671 multiplicity=1 charge=+1
C 2.524419 5.940500 1.608881 -0.023 -0.012 0.107 -0.057
C 1.894949 4.555171 1.486064 0.003 0.211 0.044 -0.238
O 1.642591 4.170859 0.114764 -0.039 -0.279 0.124 -0.234
P 2.829324 3.807082 -0.883057 0.001 -0.174 -0.082 0.456
O 3.726198 4.890027 -1.265198 0.053 0.248 -0.002 -0.227
C 3.730709 2.426653 -0.146448 0.023 0.102 -0.006 -0.189
C 2.909322 1.229983 0.330116 0.002 0.058 -0.237 -0.232
C 2.502537 0.388453 -0.865825 0.260 -0.146 -0.192 -0.142
N 1.655436 -0.808372 -0.457634 -0.013 -0.063 0.100 -0.010
C 1.897266 -2.061375 -1.265840 0.040 -0.036 0.135 -0.095
C 1.563404 -1.969252 -2.785096 0.025 -0.122 0.088 -0.396
F 1.656095 -0.697732 -3.226043 -0.022 0.036 0.090 0.130
F 2.526408 -2.693382 -3.394798 -0.040 0.087 0.001 0.145
C 0.170059 -2.545679 -3.222574 -0.090 -0.105 -0.302 -0.283
F 0.342724 -3.806236 -3.701270 -0.076 0.449 0.190 0.100
F -0.346069 -1.763481 -4.196367 0.186 -0.301 0.221 0.113
C 1.236334 -3.257530 -0.584515 0.024 0.011 -0.049 -0.130
N -0.133124 -3.004639 -0.088260 0.260 -0.043 0.308 -0.158
S -0.779904 -4.461592 0.537021 -0.078 0.202 -0.061 0.642
C -1.809780 -5.056289 -0.777848 -0.030 -0.164 -0.015 -0.091
O 0.314392 -5.369712 0.688530 0.035 -0.075 -0.040 -0.266
O -1.588589 -4.118749 1.666116 -0.042 0.005 0.030 -0.257
C -0.446428 -1.701556 0.622651 -0.232 0.004 -0.237 -0.398
C -1.991832 -1.496318 0.486564 0.002 -0.103 0.006 -0.130
C -2.729957 -0.652481 1.543775 -0.138 0.001 -0.155 -0.171
N -3.501959 0.447140 0.940384 -0.078 0.062 0.063 -0.117
C -3.602223 1.612811 1.834970 -0.076 -0.009 0.151 -0.248
C -4.072029 2.842868 1.079073 0.190 0.036 0.004 -0.070
C -4.815696 -0.016975 0.545549 0.530 -0.085 -0.250 -0.479
C -4.917857 -0.553991 -0.857839 0.132 0.002 -0.012 0.018
O -5.747841 0.031700 1.290260 -0.531 0.204 0.238 0.136
C 0.053810 -1.713704 2.115209 -0.039 -0.192 -0.151 -0.559
Br 0.515061 0.061765 2.801639 0.044 0.068 0.043 0.858
C 1.219190 -2.641766 2.462942 0.118 0.090 0.127 -0.297
C 1.651747 -2.584893 3.931646 -0.027 -0.259 -0.037 -0.110
C 0.155169 -0.646370 -0.351273 0.038 -0.173 -0.110 -0.541
Br -0.431307 1.172165 -0.225799 -0.091 0.081 0.057 0.985
O 2.021281 3.088303 -2.050791 -0.214 -0.025 0.089 -0.243
C 0.777139 3.623748 -2.570135 0.078 0.187 -0.124 -0.250
C 0.266227 2.697116 -3.664740 0.125 -0.123 0.046 -0.057
H 1.961890 6.550412 2.314259 0.015 0.011 -0.004 0.078
H 2.522953 6.439468 0.642336 -0.020 0.009 0.002 0.079
H 3.554545 5.891556 1.957978 0.016 -0.014 -0.084 0.081
H 0.917455 4.516887 1.961522 -0.037 0.024 -0.060 0.118
H 2.511008 3.789150 1.964363 0.021 -0.020 -0.043 0.104
H 4.273271 2.861886 0.694967 0.101 -0.039 -0.053 0.107
H 4.478948 2.141076 -0.890595 0.076 -0.006 0.082 0.113
H 3.528158 0.623478 0.999046 -0.115 -0.008 0.110 0.125
H 2.032462 1.579363 0.870733 0.057 -0.075 0.095 0.025
H 3.399718 -0.034336 -1.320754 -0.043 -0.057 -0.039 0.147
H 1.986185 0.953836 -1.630163 -0.140 0.018 0.111 0.085
H 1.987760 -1.029860 0.488247 -0.093 0.015 0.032 0.136
H 2.971618 -2.233648 -1.207071 0.031 0.046 -0.201 0.176
H -0.537171 -2.594515 -2.391796 0.002 0.013 -0.087 0.134
H 1.190759 -4.064293 -1.319599 0.013 0.026 -0.022 0.141
H 1.900072 -3.629003 0.192988 -0.047 0.054 0.051 0.116
H -1.303979 -5.902241 -1.236146 0.009 0.010 -0.023 0.080
H -1.988375 -4.277973 -1.512627 -0.082 0.074 0.055 0.062
H -2.741578 -5.380189 -0.318159 -0.013 0.009 -0.037 0.083
H -2.449261 -2.477279 0.463401 -0.009 -0.022 0.029 0.089
H -2.194845 -1.047311 -0.487494 0.090 0.025 -0.006 0.096
H -3.390371 -1.307419 2.124532 0.089 -0.013 0.079 0.144
H -2.047939 -0.198786 2.255820 0.059 0.009 -0.044 0.052
H -4.268888 1.411547 2.679565 0.013 -0.025 0.012 0.123
H -2.606696 1.792072 2.246851 0.041 -0.023 -0.087 0.101
H -4.010786 3.719772 1.723526 -0.117 -0.006 0.027 0.080
H -5.100468 2.741475 0.733113 0.005 0.003 0.006 0.078
H -3.424220 3.026721 0.218892 -0.057 -0.034 -0.044 0.067
H -5.959698 -0.581001 -1.164641 -0.003 -0.086 0.033 0.092
H -4.506170 -1.566428 -0.895121 -0.059 -0.012 -0.007 0.079
H -4.335171 0.066020 -1.537968 -0.014 0.003 -0.006 0.085
H -0.799888 -2.029217 2.710124 0.018 0.087 0.077 0.096
H 0.920598 -3.667375 2.251466 0.029 0.061 -0.104 0.087
H 2.096977 -2.420755 1.844503 0.010 -0.043 0.049 0.098
H 0.799912 -2.423346 4.592467 0.003 0.050 -0.002 0.083
H 2.397858 -1.815751 4.113150 -0.112 0.111 0.043 0.062
H 2.094510 -3.541549 4.207922 0.031 0.018 -0.009 0.086
H -0.227009 -0.930154 -1.323786 0.026 0.064 -0.061 0.082
H 0.975871 4.626498 -2.947228 -0.002 -0.003 -0.015 0.126
H 0.070397 3.708551 -1.745308 0.030 0.000 0.015 0.081
H -0.702242 2.269870 -3.408350 -0.040 0.044 -0.046 0.065
H 0.188864 3.208134 -4.621269 -0.065 0.010 -0.004 0.081
H 0.965768 1.870390 -3.798502 -0.004 0.037 -0.020 0.068

---

34
Properties=species:S:1:pos:R:3:forces:R:3:nbo_charge:R:1 method="wB97M-V/def2-TZVPD" relative_energy_ev=1.943 homo_ev=0.843 multiplicity=1 charge=-2
Li -1.547858 -1.132685 -1.059130 1.762 0.070 -0.956 0.910
Li 1.198357 -0.101247 -0.849498 -0.355 -0.705 -1.648 0.849
C -0.004228 0.626553 -3.107804 0.447 -3.350 -2.604 0.931
O -0.216534 0.579414 -4.348290 -0.466 1.593 -1.490 -0.878
O 1.204878 0.656545 -2.701952 0.763 1.293 2.290 -0.922
O -0.983229 0.228016 -2.362886 -1.325 0.266 3.104 -1.022
C 0.963090 -2.805223 -1.024137 0.072 -0.890 -2.011 0.945
O 1.994239 -2.064972 -1.030642 1.358 1.770 1.208 -0.931
O -0.108048 -2.384123 -0.438080 -2.217 1.295 1.462 -1.033
O 0.942148 -3.871025 -1.692666 -0.120 -1.035 0.216 -0.868
C 3.881539 0.698988 -0.451457 0.626 -0.625 -0.380 -0.263
O 2.641640 1.042329 0.128511 1.130 0.195 -0.282 -0.544
C 2.357530 0.339747 1.292524 -1.653 -0.742 0.602 -0.114
C 1.006830 0.910628 1.697701 0.317 -0.111 1.048 -0.218
N -0.067885 0.410616 0.864369 0.486 -0.081 0.669 -0.643
C -1.210967 1.264759 0.968096 -2.284 -0.199 -0.915 -0.242
C -2.527005 0.491072 1.275978 1.823 1.038 -0.432 -0.066
O -2.834732 -0.252255 0.118747 -0.618 -1.099 -0.010 -0.566
C -4.192517 -0.660255 0.104465 -0.369 0.094 0.580 -0.253
H 4.044046 -0.381823 -0.470239 -0.398 -0.153 -0.034 0.211
H 4.726429 1.114716 0.108954 -0.057 0.368 0.153 0.128
H 3.913773 1.029405 -1.488155 -0.297 0.193 0.100 0.225
H 3.067978 0.302397 2.126144 0.505 0.946 -0.165 0.151
H 2.199638 -0.728295 1.089650 0.065 -0.191 -0.443 0.229
H 0.990859 1.998716 1.624426 0.401 0.018 0.008 0.188
H 0.791036 0.637958 2.739787 0.178 0.193 0.323 0.144
H -0.293367 -0.500334 1.251800 0.006 -0.435 -0.674 0.387
H -1.451024 1.691864 -0.011531 0.420 0.246 -0.143 0.243
H -1.139659 2.091253 1.680666 0.282 -0.127 0.267 0.160
H -3.272615 1.269811 1.452268 -0.385 -0.273 0.198 0.164
H -2.340159 -0.150584 2.141674 -0.517 -0.195 0.143 0.162
H -4.488085 -1.535733 -0.475507 1.029 0.152 -0.783 0.200
H -4.758982 0.202971 -0.249293 -0.459 -0.125 0.267 0.175
H -4.487122 -1.019216 1.095503 -0.151 0.609 0.329 0.161

---

116
Properties=species:S:1:pos:R:3:forces:R:3:lowdin_charge:R:1 method="wB97M-V/def2-TZVPD" relative_energy_ev=2.515 homo_ev="-6.925 / -6.923" multiplicity=1 charge=0
Pb 1.863885 0.246044 -0.561694 -0.261 0.053 -0.267 0.873
C 1.770783 0.351790 -4.193193 0.517 1.400 0.062 -0.244
Si 0.600559 -0.346194 -2.951536 -1.438 -0.751 0.951 0.450
C -1.242746 0.311007 -3.256907 0.889 -0.505 0.276 -0.272
C -1.993481 -0.301032 -4.282914 0.689 0.512 0.573 -0.058
C -3.310976 0.107254 -4.493094 0.826 -1.088 -0.889 -0.071
C -3.906804 1.015226 -3.674412 0.131 0.014 0.253 -0.107
C -3.175030 1.610124 -2.698558 -0.187 0.634 2.465 -0.134
C -1.852870 1.273292 -2.428280 0.518 0.094 -0.739 -0.401
P -0.795964 2.136986 -1.171870 -0.328 -0.340 -0.025 1.028
C -0.226759 3.547312 -2.187573 0.019 -1.072 0.341 -0.382
C 1.139211 3.845214 -2.217201 -0.258 0.476 0.526 -0.109
C 1.560144 4.852428 -3.062461 0.258 0.608 -1.320 -0.088
C 0.662160 5.435378 -3.980347 1.500 -0.161 0.034 -0.078
C -0.674749 5.061953 -3.953270 0.250 1.112 -0.707 -0.082
C -1.140322 4.144869 -3.039958 0.239 0.374 -0.088 -0.094
C -2.055191 2.892441 -0.069060 1.194 0.834 -1.184 -0.394
C -2.129311 4.279510 0.090436 -2.197 -0.581 2.155 -0.068
C -3.067921 4.772424 1.033093 -0.070 -0.163 0.289 -0.057
C -3.848110 3.879711 1.815067 -0.249 1.689 0.384 -0.112
C -3.738017 2.538725 1.586843 -0.278 -1.526 0.459 -0.124
C -2.856367 2.040515 0.634225 -0.364 -0.878 0.452 -0.119
C 0.564051 -2.255943 -3.366590 -0.121 0.905 -0.316 -0.693
C 0.563059 -2.608951 -4.807686 -1.211 -2.873 0.018 -0.135
C 0.052237 -3.812667 -5.263232 0.512 2.031 0.240 -0.075
C -0.582349 -4.762582 -4.373401 0.190 0.518 -0.363 -0.082
C -0.649130 -4.495062 -3.063911 -0.150 -0.318 -0.022 -0.122
C -0.026338 -3.296876 -2.446159 -0.529 -0.838 0.029 -0.767
P -0.517703 -2.881328 -0.723606 0.133 1.788 -0.438 1.009
C -0.301207 -4.405735 0.198946 -0.001 -0.218 -0.674 -0.410
C -0.690904 -4.349278 1.510795 -0.566 -0.012 1.395 -0.116
C -0.618596 -5.486036 2.316662 -0.187 2.036 -0.147 -0.087
C -0.119439 -6.625438 1.803820 0.599 -2.128 0.476 -0.101
C 0.335001 -6.711445 0.493753 -0.348 -0.098 0.613 -0.068
C 0.214642 -5.605254 -0.300498 0.987 0.384 -1.287 -0.095
C -2.310036 -2.793233 -0.900985 -1.944 -0.873 0.314 -0.342
C -2.999215 -1.589786 -1.041002 1.211 -0.125 -0.172 -0.103
C -4.362410 -1.511845 -1.250358 -0.160 0.903 -0.734 -0.081
C -5.109219 -2.658471 -1.456750 1.367 -0.332 1.175 -0.070
C -4.477099 -3.877653 -1.174505 -0.678 -0.018 -0.436 -0.074
C -3.129207 -3.940380 -0.872958 -0.099 1.081 -0.354 -0.088
H 1.304616 0.381611 -5.183476 0.364 -0.203 -0.058 0.028
H 2.642283 -0.344651 -4.121142 -0.296 0.887 -0.425 0.047
H 2.019483 1.452820 -3.939627 -0.029 -1.811 -0.312 0.053
H -1.449170 -1.093513 -4.824059 -0.904 0.438 -0.168 0.096
H -3.898285 -0.287488 -5.288057 -0.254 -0.623 -0.519 0.098
H -4.952217 1.184615 -3.672368 -0.859 0.287 -0.506 0.104
H -3.734331 2.215056 -1.965015 0.472 0.071 -0.463 0.117
H 1.845419 3.375875 -1.520047 -0.376 0.051 -0.304 0.081
H 2.603075 5.182501 -3.148444 -0.360 -0.373 0.353 0.108
H 1.138959 6.111613 -4.746277 -1.091 -0.584 0.910 0.121
H -1.326011 5.563347 -4.653549 -0.325 -0.168 -0.058 0.103
H -2.198575 3.903258 -3.002507 0.228 -0.049 -0.007 0.106
H -1.515544 4.953684 -0.425134 0.756 0.726 -0.752 0.081
H -3.201948 5.852080 1.213047 0.292 -0.595 -0.242 0.105
H -4.534610 4.227766 2.656432 1.039 -0.241 -1.431 0.130
H -4.289325 1.840237 2.235435 0.159 0.295 -0.508 0.118
H -2.736400 0.963780 0.440124 -0.266 0.430 0.374 0.107
H 0.984342 -1.976817 -5.552710 0.266 0.771 -0.172 0.088
H 0.042303 -3.949921 -6.346285 0.066 -0.274 0.337 0.101
H -1.029759 -5.650252 -4.805002 -0.021 0.003 0.174 0.105
H -1.167206 -5.210577 -2.425742 0.060 0.393 -0.054 0.096
H -1.083200 -3.458362 2.024670 0.245 -0.085 -0.743 0.116
H -0.877868 -5.331648 3.343443 -0.204 -0.463 0.474 0.103
H -0.030471 -7.482817 2.470939 0.028 0.010 -0.258 0.109
H 0.759088 -7.637188 0.145062 0.110 -0.073 -0.214 0.106
H 0.646079 -5.639616 -1.320084 -0.465 0.028 0.702 0.100
H -2.394841 -0.699262 -1.112138 -0.129 0.268 0.329 0.061
H -4.748820 -0.489543 -1.369245 -0.202 -0.639 0.007 0.104
H -6.136905 -2.642375 -1.700483 -0.915 0.136 -0.235 0.088
H -5.088225 -4.781200 -1.238620 0.361 0.119 0.111 0.106
H -2.683432 -4.862181 -0.636350 0.388 -1.207 0.193 0.082
S 1.783511 -3.217863 -2.399770 0.907 -0.214 -0.115 0.890
F 7.337660 -2.320854 -0.610723 -0.125 0.421 0.128 0.127
C 6.097222 -2.257853 -0.104485 0.173 -1.505 2.238 -0.213
C 5.673336 -2.843506 1.189084 0.135 -1.628 -1.105 -0.014
F 5.106863 -3.995572 1.619580 0.533 1.482 -0.465 0.108
C 5.400090 -1.458912 1.215089 -0.008 -0.518 -1.142 -0.293
F 5.939626 -0.569923 2.048611 -0.392 0.135 -0.421 0.140
C 4.071881 -1.497569 0.536270 -1.551 0.742 0.900 -0.603
Se 2.357621 -1.876111 1.282691 1.228 -0.152 -0.184 0.617
C 4.120219 -1.040039 -0.902965 1.173 -0.353 0.669 -0.372
F 5.028290 0.040622 -0.956792 0.117 -0.143 -0.485 -0.060
C 4.891866 -2.324647 -0.907444 -1.389 1.173 -0.385 -0.159
F 4.422424 -3.455379 -1.417916 0.668 0.518 0.524 0.099
C 0.991061 0.645960 5.993745 2.103 -1.597 -1.127 -0.094
C 1.096691 0.200988 4.508076 -1.604 -0.409 -0.534 -0.512
C 0.186588 -1.060254 4.156188 0.170 1.592 1.056 -0.143
P 0.897738 1.493065 3.121577 0.203 -0.118 0.166 1.075
C 2.673810 2.095054 3.009350 0.614 0.270 0.876 -0.570
C 3.462193 2.429990 4.293832 -0.854 0.381 0.669 -0.110
C 2.896554 3.156066 1.960746 -0.628 -0.752 -0.410 -0.135
C -0.093822 3.029842 3.592326 0.079 0.602 -0.215 -0.559
C -1.505339 2.798294 4.145051 0.039 -0.241 -0.805 -0.118
C 0.535666 4.168954 4.379977 0.455 0.355 1.961 -0.138
H 1.206491 -0.239864 6.648815 -0.019 0.856 -0.407 0.091
H 0.063817 1.028585 6.266176 -1.823 0.627 0.263 0.030
H 1.732477 1.429637 6.119650 0.093 -0.030 0.492 0.048
H 2.093805 -0.154418 4.268668 0.424 0.039 0.270 0.068
H -0.879575 -0.858353 4.263445 -0.081 0.256 0.081 0.066
H 0.423741 -1.842844 4.863836 0.155 -0.429 0.056 0.065
H 0.334132 -1.383902 3.146038 0.277 -0.223 -0.490 -0.027
H 3.203704 1.237561 2.634139 0.028 -0.869 -0.332 0.065
H 2.970324 3.148777 4.976012 0.162 -0.230 -0.465 0.065
H 4.460553 2.807235 4.104362 0.169 0.182 -0.429 0.073
H 3.614930 1.542167 4.876872 0.007 -0.598 0.375 0.053
H 2.330640 4.023775 2.189493 -0.492 1.025 -0.067 0.051
H 2.588119 2.741984 1.003178 -0.143 0.302 -0.251 0.002
H 3.931156 3.417935 1.884761 0.721 0.172 0.021 0.075
H -0.206832 3.494445 2.594228 -0.177 -0.501 0.012 0.083
H -1.492409 2.420221 5.165633 -0.039 0.092 0.059 0.067
H -2.098505 2.139006 3.508970 0.239 -0.309 0.164 0.048
H -2.038377 3.747578 4.071804 0.007 0.082 0.428 0.069
H 0.567026 3.967128 5.495258 0.052 -0.071 -1.074 0.092
H -0.073583 5.098836 4.324303 0.303 -0.539 -0.326 0.084
H 1.569849 4.396309 4.089793 -0.455 0.051 -0.029 0.044

---

16
Properties=species:S:1:pos:R:3:forces:R:3:nbo_charge:R:1 method="wB97M-V/def2-TZVPD" relative_energy_ev=7.653 homo_ev=-14.766 multiplicity=1 charge=+1
C 1.631590 1.089702 0.026499 0.763 3.045 -1.736 -0.801
C 1.174954 -1.308417 -0.412197 -1.755 -0.746 0.836 -0.746
C 1.075414 -0.139284 0.419501 -0.529 -0.545 3.918 0.357
N -2.200136 -0.772367 0.314448 -0.808 -1.983 -0.742 0.135
N -1.384529 0.119918 0.319944 1.154 2.006 0.004 0.074
O -3.483473 -0.559125 -0.103460 0.121 1.181 -0.144 -0.514
O -1.792135 1.416422 0.007829 -1.915 -0.720 -0.303 -0.544
H 2.508433 1.419093 0.613134 -0.271 -0.621 0.536 0.333
H 2.058310 0.992146 -0.994789 -0.769 0.596 0.298 0.256
H 0.998232 2.038515 0.192714 0.625 -1.503 -0.402 0.306
H 2.260800 -1.551810 -0.214115 -0.664 -0.114 -0.874 0.318
H 0.767472 -1.106586 -1.436275 1.255 -0.321 0.588 0.283
H 0.537471 -2.076750 0.085611 0.749 0.099 -0.661 0.275
H 0.917996 -0.244363 1.576682 -0.019 -0.096 -2.348 0.254
H -3.971853 -1.398842 -0.317573 1.408 0.492 0.774 0.521
H -1.098543 2.081742 -0.077956 0.654 -0.770 0.256 0.494